{
  "formula": "C26H61F13NO11P2",
  "method": "the ωB97M-V functional and the def2-TZVPD basis",
  "symbols": ["N", "P", "O", "O", "P", "C", "C", "C", "F", "C", "F", "F", "C", "F", "F", "C", "F", "F", "F", "C", "F", "F", "C", "F", "F", "F", "H", "H", "H", "H", "H", "H", "H", "C", "C", "O", "H", "H", "H", "H", "H", "H", "C", "C", "O", "H", "H", "H", "H", "H", "H", "C", "C", "O", "H", "H", "H", "H", "H", "H", "C", "C", "O", "H", "H", "H", "H", "H", "H", "C", "C", "O", "H", "H", "H", "H", "H", "H", "C", "C", "O", "H", "H", "H", "H", "H", "H", "C", "C", "O", "H", "H", "H", "H", "H", "H", "C", "C", "O", "H", "H", "H", "H", "H", "H", "C", "C", "O", "H", "H", "H", "H", "H", "H"],
  "coordinates": [[0.73592, 1.01695, 0.08817], [-0.47322, 1.30442, -0.80251], [-0.94784, 2.81401, -0.88541], [-1.79530, 0.50628, -0.45818], [0.03720, 0.67875, -2.89919], [0.93859, -0.85548, -2.74572], [0.10541, -2.03413, -2.14607], [1.08573, -2.81564, -1.33242], [2.25171, -3.12270, -1.97389], [0.95646, -3.12269, -0.01298], [1.71624, -2.67326, 0.95236], [0.03546, -3.91482, 0.46732], [-1.58095, 0.53426, -3.86711], [-2.10933, -0.65654, -3.54208], [-2.39567, 1.51082, -3.39871], [-1.48256, 0.64408, -5.42516], [-0.30326, 0.16214, -5.82208], [-1.63206, 1.89983, -5.80389], [-2.44933, -0.07819, -5.96014], [1.17806, 2.04239, -3.57354], [0.53034, 2.80003, -4.47609], [1.50441, 2.82354, -2.51883], [2.51809, 1.53887, -4.19121], [3.29979, 1.04470, -3.23618], [2.29881, 0.62089, -5.12984], [3.11061, 2.58644, -4.74302], [1.02922, 1.90309, 0.50844], [-1.33992, 3.04493, -1.74301], [-1.58598, -0.34121, -0.03262], [1.79764, -0.65491, -2.09599], [1.35855, -1.15653, -3.70701], [-0.36562, -2.54590, -2.98745], [-0.71888, -1.67034, -1.53457], [-3.74166, -5.28670, -3.12419], [-3.08458, -4.08224, -3.76197], [-1.69196, -4.29871, -4.00684], [-3.24383, -5.53787, -2.18634], [-4.79467, -5.09495, -2.93366], [-3.66259, -6.15785, -3.77769], [-3.15008, -3.21602, -3.10013], [-3.58497, -3.83341, -4.70405], [-1.61127, -5.05526, -4.59541], [2.00005, -7.04379, -1.43177], [1.10700, -7.02336, -2.65827], [0.07800, -6.04146, -2.55138], [1.40864, -7.23967, -0.53664], [2.77026, -7.81082, -1.51645], [2.49308, -6.07657, -1.29975], [0.60298, -7.98020, -2.78185], [1.70417, -6.83186, -3.55632], [0.48947, -5.17756, -2.45798], [0.76676, 0.51913, 4.81559], [0.59807, 1.90822, 4.23178], [0.45578, 1.86910, 2.80386], [1.63847, 0.02178, 4.38663], [0.89210, 0.56251, 5.89360], [-0.10493, -0.10419, 4.59351], [1.48097, 2.51173, 4.43978], [-0.28103, 2.40692, 4.64789], [-0.34018, 1.36705, 2.60873], [-8.16184, -3.00150, -5.36025], [-6.77809, -3.62112, -5.31743], [-6.66779, -4.61836, -4.30358], [-8.40938, -2.55888, -4.39517], [-8.22251, -2.22833, -6.12704], [-8.91692, -3.75954, -5.57789], [-6.02762, -2.86576, -5.08350], [-6.52851, -4.06037, -6.28910], [-7.31398, -5.30498, -4.49704], [6.81024, 0.64412, -1.32024], [7.54504, 1.25330, -2.49935], [7.21769, 0.60089, -3.72474], [7.04520, -0.41688, -1.23403], [7.08162, 1.13976, -0.38769], [5.72760, 0.72967, -1.45361], [8.62110, 1.15028, -2.37619], [7.31348, 2.32052, -2.58419], [6.27104, 0.69359, -3.86231], [-2.69624, 6.18537, 4.77755], [-1.86637, 5.20902, 3.96589], [-1.86446, 3.90800, 4.57196], [-2.31086, 6.26097, 5.79447], [-2.68534, 7.17796, 4.32517], [-3.73396, 5.84814, 4.84540], [-0.83031, 5.53881, 3.91403], [-2.25080, 5.13480, 2.94851], [-2.77937, 3.61319, 4.61244], [-2.32025, 6.56451, -1.31564], [-2.02059, 5.71650, -0.09153], [-2.23067, 6.43850, 1.11480], [-1.69738, 7.45837, -1.31702], [-2.13685, 6.01106, -2.24017], [-3.36231, 6.89025, -1.31508], [-0.97578, 5.40929, -0.08548], [-2.64543, 4.81437, -0.09083], [-3.15125, 6.71955, 1.14328], [0.29177, -1.57338, 9.42045], [0.36740, -0.98316, 8.02560], [1.60556, -1.28858, 7.38363], [1.11378, -1.20326, 10.03285], [-0.65050, -1.31540, 9.90504], [0.37229, -2.66215, 9.38403], [0.30284, 0.10337, 8.06846], [-0.46256, -1.35015, 7.41114], [1.67074, -2.24722, 7.33362], [4.53852, 3.03163, 6.10147], [5.32615, 2.04157, 5.26435], [5.29047, 0.73004, 5.81688], [4.92385, 3.06337, 7.12043], [4.58692, 4.03564, 5.67714], [3.49006, 2.72696, 6.15721], [6.37658, 2.32436, 5.21767], [4.93426, 2.01649, 4.24033], [4.37136, 0.44669, 5.86319]],
  "lowdin_charge": [-0.0986, 0.4022, -0.1193, -0.1139, 1.2296, -0.2601, -0.1363, -0.2235, 0.0663, -0.2855, 0.1880, 0.1920, -0.4759, 0.1244, 0.1032, -0.5947, 0.1726, 0.2004, 0.2144, -0.4769, 0.1317, 0.1044, -0.5985, 0.1855, 0.1799, 0.2151, 0.0313, 0.0848, 0.0967, 0.1086, 0.1142, 0.0983, 0.0956, -0.0784, -0.3115, -0.1076, 0.0784, 0.0552, 0.0837, 0.0986, 0.1037, 0.0856, -0.0848, -0.3067, -0.0932, 0.0770, 0.0771, 0.0630, 0.1135, 0.1106, 0.0449, -0.0780, -0.2917, -0.1160, 0.0781, 0.0474, 0.0772, 0.1066, 0.0857, 0.0603, -0.0896, -0.3239, -0.0936, 0.0764, 0.0752, 0.0755, 0.1013, 0.1112, 0.0885, -0.0908, -0.3177, -0.0807, 0.0777, 0.0763, 0.0555, 0.1142, 0.1078, 0.0592, -0.0846, -0.3034, -0.1029, 0.0771, 0.0743, 0.0731, 0.1195, 0.0812, 0.0817, -0.0816, -0.3361, -0.0850, 0.0815, 0.0655, 0.0775, 0.1060, 0.1016, 0.0928, -0.0885, -0.3364, -0.0958, 0.0787, 0.0757, 0.0740, 0.1067, 0.1088, 0.0833, -0.0904, -0.3255, -0.0804, 0.0777, 0.0740, 0.0585, 0.1105, 0.1032, 0.0705],
  "total_charge": 1,
  "orbital_gap_ev": 7.61
}